(1)
DFT (ωB97M-V/def2-TZVPD) results for 4 unconnected molecules or ions with the total composition C5H21N2O3 in a non-equilibrium geometry.

```
31
C5H21N2O3 | the Open Molecules 2025 dataset | ωB97M-V/def2-TZVPD
C 0.89012 1.07424 0.56420
H 0.66429 -0.54553 -0.65141
H 1.04901 -0.52007 -2.98915
C 0.46056 0.46271 -3.00743
H -2.82363 -2.02861 0.58959
O -1.36330 2.86622 1.39716
H -1.14833 -0.88806 -2.75484
H 1.13765 1.04592 -2.38086
N 0.66250 -0.61360 2.35825
H -1.79109 0.64796 -2.84370
H -1.29827 3.74719 1.01365
O 1.62710 -2.92164 0.37282
C 1.49414 0.56034 1.90544
H -1.51863 -2.86899 0.29860
C -0.90072 0.13726 -2.45420
H 0.95099 -1.44926 1.80053
H -1.22753 1.50610 -0.67262
C -1.05005 0.45582 -0.92555
H -2.00241 -0.02398 -0.58494
H 1.78022 -3.77703 -0.05020
H -0.32863 -0.50434 2.15180
H 1.00616 -2.43072 -0.18168
H 2.43260 0.12889 1.61786
O -1.89482 -1.98705 0.34911
H 0.45560 0.89837 -3.99350
H 0.29149 1.99605 0.80549
N 0.05252 0.01933 -0.04375
H 1.62182 1.51867 -0.08497
H -1.63488 3.02924 2.30727
H 1.66625 1.31175 2.68711
H 0.73927 -0.84720 3.39993
```

Calculated values
* HOMO level: -12.3 eV
* total charge: +1
* energy relative to the best compared isomer or geometry (same formula, charge and spin): 2.533 eV

---

(2)
DFT (ωB97M-V/def2-TZVPD) results for a molecular structure, C17H33Cl4CuN4O5Pd in a non-equilibrium geometry.

```
65
C17H33Cl4CuN4O5Pd | the Open Molecules 2025 dataset | ωB97M-V/def2-TZVPD
Cl -11.61790 0.08894 -10.81920
H -12.62701 -2.53703 -5.41159
Cl -10.20798 3.56379 -13.03112
O -7.05618 0.01468 -6.63912
N -9.46720 6.49971 -10.14104
H -13.00681 -1.57967 -3.95329
H -8.69458 8.48625 -9.92345
C -11.28502 2.49424 -12.08683
H -7.30780 -0.68197 -10.12110
H -6.95633 -3.73150 -7.90901
Cl -14.26078 3.80991 -10.75851
H -6.48934 0.36895 -8.90019
H -11.58291 6.55003 -11.98761
H -11.33324 -2.11887 -4.27420
H -15.14979 0.42668 -9.80478
H -11.33859 5.77372 -9.58858
C -7.28525 6.77699 -9.99792
H -12.11398 2.28584 -12.76118
N -12.16729 -0.55867 -5.53212
Cl -16.57589 1.48748 -11.09308
C -6.55626 -0.62418 -9.33462
C -12.85601 0.54760 -5.27784
H -11.04325 8.15931 -11.60344
C -14.98110 1.33925 -10.42699
H -9.65316 1.31352 -11.20609
C -11.54236 7.29137 -11.18120
H -5.58648 -0.80842 -9.80037
C -14.53564 2.52041 -9.56064
H -6.29894 7.15503 -9.78954
Pd -11.18286 3.50796 -5.94004
N -7.55957 5.42495 -10.17473
O -10.62704 3.22417 -8.21507
Cu -7.33533 2.16211 -6.60258
H -11.59422 3.06688 -11.21741
C -12.26026 -1.77053 -4.72293
O -8.52423 2.35734 -8.60394
H -11.22542 0.20179 -7.28014
O -12.59745 1.67221 -5.76458
O -9.49167 2.32042 -6.67678
H -10.18897 -0.22437 -5.89226
H -5.94926 -3.25008 -9.19515
H -7.72755 -3.06908 -9.30191
C -10.90150 6.70637 -9.93224
C -10.56798 1.22088 -11.78579
H -9.36352 4.36486 -10.37102
N -6.80157 -1.55679 -8.25161
H -5.78722 4.57539 -10.88793
C -7.08678 -1.16208 -7.00288
H -10.36700 0.62876 -12.67440
C -8.46248 7.43918 -10.02253
H -7.38642 -2.00494 -6.37309
H -14.26914 1.01989 -11.19164
C -9.56976 2.57509 -7.92794
H -13.76559 0.41050 -4.68186
C -8.87320 5.32304 -10.35169
H -12.60184 7.48884 -11.00698
H -7.08810 3.44421 -10.62122
C -6.84933 -2.94654 -8.66017
H -10.96272 7.47939 -9.16380
H -13.63092 2.34241 -8.97894
H -6.15601 4.07220 -9.25731
C -11.05113 -0.52176 -6.49391
H -15.26422 2.80547 -8.80217
H -10.85875 -1.52714 -6.85929
C -6.60544 4.32770 -10.21344
```

Calculated values
* multiplicity: 4
* HOMO level (spin up / spin down): -16.3 / -16.3 eV
* total charge: +3
* energy relative to the best compared isomer or geometry (same formula, charge and spin): 0.412 eV

---

(3)
DFT (ωB97M-V/def2-TZVPD) results for a single C4H6N2 molecule.

```
12
C4H6N2 | the Open Molecules 2025 dataset | ωB97M-V/def2-TZVPD
H 2.54618 -0.79530 0.42642
N 0.61702 -0.06452 -0.17906
H 2.52776 0.43872 -0.86542
H -2.33937 1.35669 -1.52271
C -2.17886 0.41940 -0.98402
H -3.03925 0.57649 0.31920
C 1.99297 -0.42816 -0.45439
H 2.01341 -1.21077 -1.22488
N -1.18636 0.07253 1.33293
C -1.85717 0.39608 0.30310
H 0.74732 -0.55635 1.85323
C 0.15634 -0.20480 0.99560
```

Calculated values
* HOMO level: -8.9 eV
* energy relative to the best compared isomer or geometry (same formula, charge and spin): 4.908 eV

---

(4)
DFT (ωB97M-V/def2-TZVPD) results for a molecular structure, C25H27CoN5O2S.

```
61
C25H27CoN5O2S | the Open Molecules 2025 dataset | ωB97M-V/def2-TZVPD
H 0.93517 -0.63847 -5.00833
H -1.17133 2.15007 2.26772
H 2.35316 -2.17400 -0.19443
N 1.97782 -0.13919 -0.35138
H 2.47877 3.55412 4.03208
N 0.55813 1.68285 1.27581
H -0.01211 3.37407 4.11308
O -0.07515 -0.49194 -3.17823
H 2.29407 1.85446 -0.83792
C 1.89070 -0.28709 -1.81185
H -6.11029 -2.22066 0.42966
C -5.04838 -2.26648 0.23837
C 1.88658 1.78824 1.21394
H 2.78289 -0.35737 2.20480
C 1.25076 -1.83355 2.22612
Co -0.15802 -0.06614 0.30338
C -1.15135 -2.62883 3.24943
C -0.09149 2.24913 2.28988
C -3.09631 -3.40256 -0.52037
H 3.68800 2.52245 2.11811
H 1.98488 1.38448 -3.97751
H 3.61893 1.14626 0.09989
C -0.72905 2.16062 -1.40679
H -0.90266 4.10042 -2.28891
C 2.73263 -1.24663 0.23681
H 3.35995 -2.01954 2.12700
H 2.82834 0.03931 -2.27899
H -2.57954 -4.26029 -0.92562
H -2.11300 -2.89539 3.66602
H -5.04210 -4.28651 -0.52265
C -4.26254 -1.18109 0.51336
C 0.68690 0.50401 -2.42542
H -1.46285 2.36364 -0.63079
C -0.05683 -0.43257 -4.58470
C -0.93215 -1.35754 2.76164
C 1.93533 3.03160 3.25594
H 0.97780 3.63317 -3.90674
C 0.55361 2.93127 3.30536
C -2.30281 -2.27321 -0.23823
C 2.60999 2.45602 2.18950
H -0.74108 -1.21149 -4.92039
N -2.93141 -1.17362 0.28217
O -2.26962 -0.07586 0.58343
C 0.61931 2.84948 -3.24798
C 2.59479 -1.33439 1.76048
C 2.52757 1.18086 -0.00875
H 1.94614 -3.81083 2.64129
C -4.44867 -3.41151 -0.29350
N 0.22196 -0.96887 2.20195
C 1.10216 -3.13429 2.67812
H 1.72599 -1.33817 -2.04478
H 3.79850 -1.16342 -0.02375
S -0.62999 -2.26104 -0.53519
C -0.12263 -3.55545 3.16825
C -0.41619 3.13668 -2.31938
H -1.71729 -0.61357 2.77924
H -0.26801 -4.57632 3.49497
H -0.40180 0.53503 -4.96239
C 1.17721 1.62114 -3.29397
N -0.17660 0.95150 -1.35405
H -4.64639 -0.26353 0.93250
```

Calculated values
* multiplicity: 2
* HOMO level (spin up / spin down): -6.0 / -6.0 eV
* energy relative to the best compared isomer or geometry (same formula, charge and spin): 0.828 eV

---

(5)
DFT (ωB97M-V/def2-TZVPD) results for a molecular structure, C36H28BrN3O4PPtS in a non-equilibrium geometry.

```
75
C36H28BrN3O4PPtS | the Open Molecules 2025 dataset | ωB97M-V/def2-TZVPD
H 1.23789 -1.09856 -2.35497
O 1.82235 4.21494 -2.68337
C -1.12047 3.16310 1.24343
P -1.97254 -1.10214 0.98852
C -5.36691 -3.32873 0.60886
H -5.68163 -4.12753 -0.07060
C 0.78124 0.98048 4.40766
C 1.39810 1.11125 3.01530
H -3.94192 -0.58711 3.05514
H -2.88134 3.59311 -4.60967
H 1.61164 0.90486 5.11329
H -0.36150 2.39671 5.72763
H 3.87491 2.41597 -5.18776
C 5.77620 0.86353 -2.72129
C -1.10986 -1.45697 2.55455
C -4.17965 -2.64966 0.30692
C 0.61563 -2.62753 3.73221
O -1.55354 4.29741 1.43513
H 6.89234 -0.77218 -3.51123
O -1.41324 2.42588 0.12844
C -2.43703 2.80271 -4.02802
C -1.10492 -3.56558 -0.36461
C -3.18217 1.69414 -3.52971
C -0.23816 2.57351 2.31699
C -3.63494 -1.71070 1.21519
H -3.68893 -2.80183 -0.65345
C -0.08544 -0.37881 4.62254
H 6.11348 1.40945 -4.83865
Pt -0.91783 0.53018 -0.33496
O 1.62017 2.84050 -4.77789
C 5.44705 1.48111 -3.96829
H -0.10744 -5.15414 -1.45114
C 0.82533 -1.57479 4.61682
N -1.32682 1.21773 -2.18337
C -5.93650 -3.12532 1.86022
C -0.12759 2.15200 4.68962
C -4.30400 -1.38607 2.39320
H -0.53737 3.73757 -4.08055
H -1.91837 0.30372 3.49572
C 4.20145 2.05390 -4.19651
C 3.35481 2.19221 -3.09698
Br 3.03761 0.17795 2.56877
H -5.85085 -1.97681 3.76194
H -4.22970 1.58426 -3.87075
C -1.12382 -0.46334 3.50684
H 2.99182 1.74247 -1.04176
H -0.40768 -3.45000 1.95041
H -1.33769 3.69987 3.74616
H -2.85617 -0.01638 -2.24089
C 7.00011 -0.05883 -2.68535
C 3.71214 1.74958 -1.84152
C 0.66986 -3.23563 -2.03337
H 1.69599 -1.58506 5.26917
C -0.45691 2.04674 -2.81848
H -6.93154 -3.53978 2.02294
H 5.26122 0.88648 -0.64111
C 4.94089 1.11913 -1.63832
C -5.41668 -2.16013 2.78555
H 1.26675 -3.67312 -2.78527
H 7.96627 0.48918 -2.68657
C -1.14665 -2.12561 -0.22226
C -0.14791 -4.05757 -1.26387
C -1.13225 2.95668 -3.69054
S 1.80976 2.92548 -3.35659
N 0.79416 1.75429 2.06460
N 0.77716 1.89957 -2.53185
C 0.59534 -1.82122 -1.83490
H 6.98744 -0.70066 -1.73264
C -0.32184 -2.60954 2.69540
C -0.61107 2.89861 3.62401
H -0.60706 -0.24874 5.58363
H -1.70226 -4.25696 0.25780
C -2.54835 0.92154 -2.60634
H 1.26450 -3.50622 3.82744
C -0.38508 -1.27458 -1.02667
```

Calculated values
* multiplicity: 5
* HOMO level (spin up / spin down): -9.6 / -11.4 eV
* total charge: +1
* energy relative to the best compared isomer or geometry (same formula, charge and spin): 1.704 eV

---

(6)
DFT (ωB97M-V/def2-TZVPD) results for 2 unconnected molecules or ions with the total composition C6H15O in a non-equilibrium geometry.

```
22
C6H15O | the Open Molecules 2025 dataset | ωB97M-V/def2-TZVPD
H -2.21140 -0.61911 -0.19656
O 0.16362 0.26724 -1.06988
C 1.92435 -0.35670 -2.55185
H 1.18590 1.95757 2.15715
H -3.04535 -0.36396 1.33988
C -0.51225 0.72563 1.68547
H 2.57678 0.23271 -1.91303
C -0.89171 -0.73892 1.47151
H 1.92781 -1.39745 -2.21707
C -2.24899 -0.93868 0.84609
H 1.21352 0.39974 3.02045
H -1.12825 1.23720 2.43862
H 2.32686 -0.34536 -3.58002
C 0.49498 0.19951 -2.40013
H -2.59265 -1.97746 0.88257
H -0.59159 1.20669 0.70790
H -0.74428 -1.23864 2.44122
H -0.11612 -1.10527 0.79628
C 0.95597 0.89129 2.07661
H 0.43035 1.20824 -2.86075
H -0.22489 -0.43263 -2.96930
H 1.56402 0.47900 1.26864
```

Calculated values
* HOMO level: -2.5 eV
* total charge: -1
* energy relative to the best compared isomer or geometry (same formula, charge and spin): 0.159 eV